C46H77F21O23 | ωB97M-V with the def2-TZVPD basis set

```
167
Properties=species:S:1:pos:R:3:lowdin_charge:R:1
C 3.00 -1.69 -3.93 -0.124
O 3.11 -1.04 -2.71 -0.166
C 1.89 -0.61 -2.16 -0.189
C 1.84 -0.81 -0.66 -0.177
O 0.60 -0.30 -0.18 -0.152
C 0.72 1.00 0.38 -0.179
C -0.53 1.38 1.16 -0.175
O -0.47 0.64 2.37 -0.167
C -1.04 -0.64 2.33 -0.108
H 3.88 -1.72 -4.58 0.089
H 2.30 -1.15 -4.57 0.082
H 2.81 -2.77 -3.87 0.081
H 1.10 -1.28 -2.52 0.127
H 1.74 0.46 -2.34 0.126
H 2.73 -0.54 -0.09 0.136
H 1.74 -1.88 -0.45 0.117
H 0.98 1.76 -0.37 0.123
H 1.57 1.06 1.07 0.131
H -1.44 1.12 0.60 0.122
H -0.54 2.44 1.38 0.105
H -2.12 -0.64 2.13 0.082
H -0.92 -1.07 3.33 0.084
H -0.64 -1.43 1.68 0.069
C -3.13 3.84 1.03 -0.069
O -3.31 4.00 -0.38 -0.193
C -3.43 5.36 -0.74 -0.210
C -4.81 5.94 -0.56 -0.187
O -4.88 6.72 0.62 -0.160
C -6.11 7.35 0.84 -0.215
C -6.29 7.91 2.23 -0.223
O -6.38 6.98 3.29 -0.165
C -5.17 6.25 3.47 -0.088
H -4.13 3.88 1.48 0.083
H -2.45 4.66 1.30 0.091
H -2.74 2.88 1.37 0.066
H -3.11 5.33 -1.78 0.123
H -2.73 6.02 -0.21 0.116
H -5.52 5.11 -0.45 0.134
H -5.17 6.50 -1.43 0.127
H -6.86 6.52 0.83 0.134
H -6.37 8.03 0.02 0.130
H -7.12 8.60 2.13 0.127
H -5.38 8.52 2.36 0.126
H -5.17 5.97 4.53 0.087
H -4.27 6.85 3.37 0.097
H -5.29 5.31 2.93 0.077
C -2.02 -8.58 5.00 -0.108
O -2.89 -7.69 4.31 -0.210
C -2.81 -7.81 2.89 -0.183
C -3.20 -6.47 2.25 -0.166
O -2.15 -5.51 2.24 -0.143
C -1.70 -5.10 3.50 -0.195
C -2.74 -4.39 4.34 -0.229
O -3.24 -3.29 3.63 -0.188
C -4.03 -2.38 4.40 -0.088
H -1.01 -8.59 4.61 0.088
H -2.37 -9.61 5.15 0.085
H -2.12 -8.13 6.00 0.093
H -3.46 -8.62 2.56 0.125
H -1.81 -8.02 2.50 0.128
H -4.13 -5.99 2.60 0.128
H -3.44 -6.64 1.20 0.126
H -0.88 -4.38 3.47 0.127
H -1.31 -5.93 4.10 0.117
H -2.25 -4.15 5.30 0.129
H -3.56 -5.04 4.68 0.120
H -3.52 -2.01 5.30 0.072
H -4.92 -2.94 4.71 0.090
H -4.24 -1.50 3.81 0.084
C 0.00 4.90 -1.13 -0.043
C 0.51 5.87 -0.09 -0.216
O 1.19 5.11 0.90 0.031
C 0.95 5.36 2.19 -0.377
O 0.07 6.08 2.56 0.166
C 1.70 4.47 3.17 -0.569
F 0.83 3.65 3.74 0.179
F 2.70 3.81 2.61 0.186
F 2.20 5.24 4.14 0.172
H 0.80 4.57 -1.79 0.079
H -0.64 5.50 -1.79 0.078
H -0.65 4.18 -0.65 0.070
H -0.37 6.39 0.31 0.106
H 1.04 6.78 -0.36 0.138
C -1.52 0.13 6.94 -0.063
C -0.40 1.01 6.46 -0.215
O -0.76 2.35 6.16 0.033
C -0.55 3.30 7.07 -0.389
O -0.08 3.11 8.14 0.179
C -1.00 4.69 6.56 -0.551
F 0.09 5.46 6.36 0.156
F -1.73 4.72 5.46 0.182
F -1.69 5.28 7.54 0.171
H -1.07 -0.86 7.01 0.085
H -2.35 0.07 6.24 0.069
H -1.97 0.42 7.89 0.085
H -0.06 0.58 5.51 0.121
H 0.46 0.98 7.13 0.129
C -0.83 0.86 -6.01 -0.042
C 0.14 1.33 -4.95 -0.179
O 1.44 1.01 -5.52 0.003
C 2.46 1.81 -5.19 -0.384
O 2.43 2.63 -4.33 0.162
C 3.77 1.48 -5.97 -0.560
F 4.39 2.60 -6.29 0.193
F 4.56 0.78 -5.17 0.166
F 3.48 0.81 -7.08 0.179
H -0.58 -0.16 -6.29 0.087
H -0.83 1.53 -6.86 0.090
H -1.79 0.75 -5.49 0.063
H 0.05 0.75 -4.03 0.113
H 0.02 2.38 -4.69 0.127
C 6.78 -0.09 -2.37 -0.058
C 6.86 1.12 -3.29 -0.185
O 5.91 2.05 -2.77 0.026
C 6.04 3.36 -2.84 -0.396
O 6.69 3.93 -3.68 0.179
C 5.17 4.05 -1.80 -0.530
F 4.94 5.32 -2.18 0.156
F 3.99 3.43 -1.66 0.161
F 5.74 4.14 -0.59 0.160
H 5.77 -0.49 -2.38 0.064
H 7.12 0.00 -1.33 0.088
H 7.39 -0.92 -2.76 0.072
H 6.54 0.84 -4.28 0.107
H 7.90 1.43 -3.39 0.134
C -0.63 -3.79 0.07 -0.057
C -0.27 -4.80 -1.01 -0.182
O -0.58 -4.38 -2.35 0.013
C -0.14 -5.22 -3.32 -0.379
O 0.21 -6.34 -3.15 0.181
C -0.33 -4.66 -4.76 -0.587
F 0.78 -4.94 -5.44 0.165
F -1.36 -5.22 -5.36 0.205
F -0.46 -3.35 -4.77 0.167
H -1.64 -3.67 0.47 0.066
H -0.47 -2.78 -0.33 0.052
H 0.12 -3.87 0.85 0.086
H -0.75 -5.76 -0.81 0.127
H 0.79 -5.04 -1.02 0.127
C 5.38 -4.69 -2.47 -0.041
C 6.17 -3.70 -1.62 -0.177
O 7.31 -4.42 -1.09 0.030
C 8.38 -4.56 -1.85 -0.403
O 8.70 -3.85 -2.77 0.165
C 9.38 -5.61 -1.31 -0.553
F 10.07 -6.13 -2.30 0.194
F 10.17 -4.99 -0.42 0.170
F 8.74 -6.60 -0.66 0.153
H 5.92 -4.95 -3.38 0.088
H 4.48 -4.15 -2.78 0.063
H 5.10 -5.57 -1.90 0.087
H 5.62 -3.32 -0.77 0.130
H 6.50 -2.88 -2.26 0.092
C -3.47 -1.49 -0.73 -0.037
C -2.55 -1.50 -1.97 -0.188
O -3.22 -0.86 -3.05 0.045
C -3.55 -1.57 -4.11 -0.387
O -3.25 -2.72 -4.27 0.163
C -4.30 -0.83 -5.23 -0.542
F -5.43 -1.46 -5.50 0.175
F -4.52 0.45 -4.94 0.165
F -3.64 -0.84 -6.41 0.151
H -4.39 -2.01 -1.02 0.085
H -3.72 -0.45 -0.46 0.075
H -3.10 -1.90 0.21 0.055
H -2.41 -2.56 -2.16 0.103
H -1.63 -0.97 -1.76 0.116
```

* energy relative to the best compared isomer or geometry (same formula, charge and spin): 61.6 kcal per mole
* SMILES string: CCOC(=O)C(F)(F)F.CCOC(=O)C(F)(F)F.CCOC(=O)C(F)(F)F.CCOC(=O)C(F)(F)F.CCOC(=O)C(F)(F)F.CCOC(=O)C(F)(F)F.CCOC(=O)C(F)(F)F.COCCOCCOC.COCCOCCOC.COCCOCCOC
* highest occupied orbital energy: -9.721 eV
* LUMO energy: 0.2 eV
* E_tot: -5626.50820 Ha
* frontier orbital gap: 9.94 eV

C46H78O22 | ωB97M-V with the def2-TZVPD basis set

```
146
Properties=species:S:1:pos:R:3:lowdin_charge:R:1
C 2.49 -5.61 2.47 -0.005
C 2.86 -4.22 2.05 -0.474
O 2.38 -3.24 2.56 0.036
C 3.95 -3.96 1.01 -0.005
H 3.27 -5.89 3.15 0.085
H 2.29 -6.29 1.65 0.055
H 1.60 -5.57 3.09 0.084
H 3.81 -2.97 0.55 0.084
H 3.82 -4.60 0.16 0.064
H 4.92 -4.02 1.44 0.070
C 0.68 -0.60 0.20 0.002
C -0.33 0.46 -0.10 -0.432
O -0.58 0.83 -1.26 0.054
C -1.01 1.02 1.13 0.018
H 1.03 -1.13 -0.70 0.092
H 0.43 -1.22 1.02 0.050
H 1.59 -0.08 0.57 0.093
H -1.48 1.96 0.86 0.072
H -0.30 1.28 1.91 0.073
H -1.75 0.34 1.50 0.057
O 0.35 -1.73 -4.11 0.096
C 1.49 -1.54 -4.45 -0.435
O 2.54 -1.47 -3.56 -0.004
C 3.70 -0.92 -4.21 -0.142
C 3.58 -1.31 -5.72 -0.130
C 2.09 -1.48 -5.89 -0.072
H 4.55 -1.34 -3.68 0.111
H 3.75 0.13 -4.19 0.100
H 4.06 -2.20 -6.03 0.098
H 3.98 -0.49 -6.34 0.121
H 1.79 -2.42 -6.36 0.125
H 1.55 -0.66 -6.34 0.090
O 1.02 -7.15 0.20 0.102
C 0.67 -6.33 -0.59 -0.500
O 1.53 -5.69 -1.40 0.032
C 0.80 -4.76 -2.25 -0.099
C -0.68 -4.70 -1.74 -0.111
C -0.79 -5.97 -0.88 -0.060
H 0.95 -5.08 -3.26 0.121
H 1.35 -3.84 -2.21 0.104
H -1.38 -4.66 -2.53 0.098
H -0.89 -3.85 -1.11 0.092
H -1.05 -6.73 -1.59 0.121
H -1.39 -6.12 0.01 0.116
O 0.41 1.30 -6.36 0.141
C 0.38 2.04 -5.46 -0.490
O 0.33 1.72 -4.14 0.003
C 0.28 2.87 -3.27 -0.141
C 0.96 3.93 -4.10 -0.157
C 0.51 3.57 -5.50 -0.063
H 0.69 2.55 -2.33 0.093
H -0.81 3.09 -3.19 0.130
H 2.05 3.84 -3.99 0.127
H 0.69 4.90 -3.76 0.105
H 1.17 3.90 -6.28 0.115
H -0.52 3.93 -5.71 0.143
O -4.87 4.74 3.10 0.164
C -4.42 4.83 2.04 -0.442
O -4.82 5.91 1.17 -0.024
C -4.33 5.74 -0.17 -0.167
C -3.17 4.73 -0.05 -0.146
C -3.48 3.94 1.24 -0.062
H -3.92 6.70 -0.49 0.116
H -5.07 5.39 -0.91 0.125
H -2.22 5.27 -0.04 0.101
H -3.18 4.14 -0.95 0.070
H -2.63 3.77 1.89 0.116
H -4.00 3.04 0.90 0.114
O -3.15 2.41 -2.34 0.075
C -3.31 1.21 -2.16 -0.434
O -3.86 0.76 -0.96 0.009
C -3.89 -0.67 -1.07 -0.167
C -2.89 -1.08 -2.15 -0.161
C -2.85 0.11 -3.09 -0.069
H -4.89 -1.09 -1.33 0.133
H -3.64 -1.05 -0.09 0.090
H -3.24 -1.98 -2.71 0.127
H -1.89 -1.31 -1.84 0.089
H -3.60 0.04 -3.96 0.159
H -1.87 0.43 -3.45 0.109
O 2.94 6.18 -1.87 0.128
C 2.37 5.40 -1.16 -0.469
O 2.60 4.04 -1.07 -0.023
C 1.86 3.36 0.02 -0.144
C 0.76 4.32 0.31 -0.152
C 1.38 5.70 -0.06 -0.047
H 2.49 3.28 0.89 0.125
H 1.53 2.36 -0.20 0.093
H 0.45 4.17 1.30 0.084
H -0.06 4.10 -0.38 0.105
H 1.87 6.10 0.83 0.129
H 0.65 6.48 -0.40 0.135
O 0.86 3.40 3.72 0.115
C 0.88 2.22 3.93 -0.524
O 1.86 1.44 3.53 0.028
C 1.73 0.10 4.02 -0.128
C 0.33 0.00 4.62 -0.153
C -0.05 1.43 4.85 -0.084
H 2.47 -0.01 4.85 0.142
H 1.95 -0.54 3.22 0.086
H 0.36 -0.61 5.57 0.133
H -0.36 -0.42 3.87 0.095
H 0.04 1.82 5.86 0.131
H -1.05 1.69 4.61 0.086
O 7.05 -0.20 -3.28 0.052
C 7.54 0.18 -2.20 -0.457
O 6.97 1.11 -1.35 -0.033
C 5.86 1.84 -1.83 -0.205
C 4.56 1.12 -1.35 -0.029
C 8.92 -0.16 -1.72 0.018
H 5.86 1.91 -2.88 0.098
H 6.01 2.82 -1.42 0.121
H 4.49 0.12 -1.78 0.053
H 3.66 1.70 -1.56 0.061
H 4.73 1.04 -0.26 0.086
H 9.69 0.20 -2.38 0.090
H 8.94 -1.22 -1.57 0.084
H 9.07 0.36 -0.76 0.089
O -1.88 -2.10 1.69 0.098
C -2.46 -2.86 2.42 -0.555
O -3.47 -3.66 2.13 -0.006
C -3.81 -3.90 0.75 -0.176
C -5.39 -3.83 0.69 -0.047
C -1.99 -3.13 3.80 0.038
H -3.44 -4.90 0.45 0.122
H -3.46 -3.09 0.14 0.072
H -5.84 -4.81 1.09 0.105
H -5.70 -3.73 -0.33 0.054
H -5.70 -2.95 1.27 0.067
H -2.35 -4.08 4.20 0.092
H -2.33 -2.32 4.45 0.064
H -0.87 -3.07 3.84 0.112
O -2.79 0.38 3.74 0.056
C -3.95 0.06 3.98 -0.501
O -4.33 -0.47 5.15 -0.012
C -3.42 -0.57 6.30 -0.196
C -3.71 0.55 7.31 -0.062
C -5.07 0.35 3.00 0.045
H -2.36 -0.54 6.00 0.102
H -3.66 -1.48 6.87 0.126
H -4.72 0.36 7.69 0.081
H -3.61 1.56 6.92 0.085
H -2.95 0.39 8.07 0.074
H -5.33 -0.53 2.43 0.061
H -4.79 1.20 2.30 0.102
H -6.01 0.54 3.58 0.103
```

* SMILES string: CCOC(C)=O.CCOC(C)=O.CCOC(C)=O.O=C1CCCO1.O=C1CCCO1.O=C1CCCO1.O=C1CCCO1.O=C1CCCO1.O=C1CCCO1.O=C1CCCO1.CC(C)=O.CC(C)=O
* highest occupied orbital energy: -9.639 eV
* LUMO energy: 0.4 eV
* E_tot: -3454.91253 Ha
* frontier orbital gap: 10.01 eV